[1]
Entry from the OMol25 dataset: C4H3N3O in the gas phase in a non-equilibrium geometry (the ωB97M-V functional and the def2-TZVPD basis).

ORCA input file:
```
! wB97M-V def2-TZVPD RIJCOSX def2/J DEFGRID3
* xyz 0 1
O 2.59 -0.45 -0.07
C -0.95 0.07 0.15
N 0.13 -0.84 0.04
N 0.91 1.21 -0.19
C -0.48 1.46 0.12
H -0.74 2.46 0.14
H 0.17 -1.83 0.59
H 2.77 -1.49 -0.20
C 1.26 0.03 -0.25
N -3.40 -0.39 -0.20
C -2.27 -0.24 -0.13
*
```

**DFT total energy**: -393.641207 hartree
**Energy relative to the best compared isomer or geometry (same formula, charge and spin)**: 205.32 kJ/mol
**Gap between HOMO and LUMO**: 9.10 eV
**SMILES string**: N#Cc1cnc(O)[nH]1

=====

[2]
Entry from the OMol25 dataset: a molecular structure, C43H70Br2InN18 in a non-equilibrium geometry (the ωB97M-V functional and the def2-TZVPD basis).

ORCA input file:
```
! wB97M-V def2-TZVPD RIJCOSX def2/J DEFGRID3
* xyz -1 1
H -2.16 5.50 1.28
H 0.38 -5.94 3.68
H -0.83 3.99 5.38
H -3.29 0.01 -6.16
H -3.33 -3.31 -0.51
C -3.27 -3.31 -1.60
H 5.17 -0.38 5.57
H 5.98 1.20 5.62
N -0.90 5.77 8.47
C -1.28 1.90 0.79
Br 0.41 3.92 2.35
H 8.03 -7.06 4.96
H 3.09 -3.68 5.10
H 5.59 -5.65 -8.23
In -3.24 3.97 3.44
H -1.30 1.92 3.69
C -7.26 7.26 -5.04
H -1.67 5.05 -3.62
H 2.16 4.60 9.00
H 5.96 0.17 7.06
H -2.52 9.42 -3.46
H -3.77 -3.56 -10.22
H -5.03 3.75 3.46
C 4.72 -5.13 -7.82
H -1.69 4.02 -2.18
H -2.45 2.94 9.63
C -0.56 2.03 9.12
H -3.24 -2.04 -9.46
H 1.07 -0.58 -3.79
C -4.38 1.34 5.71
C 0.32 -0.96 -3.09
N 4.25 -2.60 8.02
C 1.06 -0.49 4.82
H 0.02 3.23 -6.33
H -1.02 3.92 10.05
N 8.40 -1.02 5.15
H 2.67 -4.95 6.28
H 4.61 -3.29 -3.75
C -6.83 8.17 -3.91
H -2.90 5.50 4.40
H 3.81 -5.64 -8.15
H -0.67 3.97 -0.02
C -2.56 -2.31 -11.48
H 0.80 -1.30 6.79
H -2.95 8.00 -2.49
N 4.67 -7.62 -10.19
C -3.02 0.99 4.86
C -1.63 4.02 -3.27
C 4.61 -2.31 -4.24
H -0.52 -7.47 3.72
H -4.12 -3.86 -2.01
H -0.34 2.24 5.90
C 6.37 -5.80 4.41
H -6.40 6.66 -5.38
C 0.33 5.71 8.74
N -2.24 -1.85 -12.62
H 2.38 6.25 8.38
C -4.16 -1.96 -6.22
C -0.15 2.87 -7.35
H -4.95 0.33 5.97
H 5.36 -2.31 -5.03
C 3.47 -4.27 5.94
C -2.94 -2.86 -10.12
H -1.45 2.49 11.03
N -4.60 -2.95 -6.85
H -2.33 0.28 5.51
C -2.11 2.29 4.45
N 0.53 -6.96 6.83
H -3.31 -2.27 -1.95
H -2.48 3.47 -3.68
H 6.82 -6.82 6.25
C -2.06 7.53 -4.39
H 4.86 -1.55 -3.50
Br -3.84 4.06 -0.09
H -2.79 -1.06 -4.83
H 1.26 -7.48 3.63
H 3.76 -9.70 -7.76
H -2.41 1.60 0.68
C 3.24 -2.03 -4.82
C -0.90 -0.05 -3.10
C -2.92 8.41 -3.50
C -1.43 2.90 10.02
H 0.03 -1.97 -3.40
H -2.08 -3.38 -9.68
C 1.81 5.63 9.08
C -1.29 2.94 5.72
C 7.32 -0.48 5.52
H 4.32 -4.87 5.60
N 0.83 -0.49 3.58
C 1.34 -0.48 6.31
H -3.94 8.45 -3.89
H 3.03 -10.35 -9.25
C -1.63 2.94 -7.68
H -0.66 1.62 -0.19
H 7.96 -5.51 5.84
H 0.20 1.84 -7.43
H 0.42 3.49 -8.05
H 1.99 5.99 10.10
C -3.63 -0.75 -5.46
H 2.25 -9.00 -8.39
H -8.05 6.59 -4.70
H -5.13 2.02 5.10
C 6.03 0.17 5.97
H -3.25 0.37 3.87
N -0.89 -4.50 -2.42
C 4.01 -8.44 -9.50
C 7.36 -6.33 5.43
H 4.70 -4.11 -8.19
C -1.97 -3.96 -2.05
C 3.89 -3.36 7.07
H -4.17 1.87 6.75
H 0.75 -1.00 -2.09
C 3.21 -9.44 -8.67
C -1.06 3.52 1.01
C 0.46 -6.96 5.57
N -6.47 8.93 -2.97
N -1.34 6.81 -5.14
C -2.45 4.34 1.35
H 2.41 -0.60 6.49
C 0.39 -6.96 4.05
C 4.79 -5.13 -6.30
N 4.85 -5.13 -5.04
H 1.01 0.47 6.75
H -1.94 3.09 6.69
N -1.90 0.71 -3.10
C -0.33 3.37 -3.72
H -7.63 7.86 -5.88
N 2.10 -1.79 -5.31
N 0.16 1.31 8.38
H -0.76 1.29 1.67
N 0.75 2.83 -4.09
N 5.55 -5.36 3.56
N -2.86 3.00 -7.96
H -4.42 -0.33 -4.83
*
```

**DFT total energy**: -8003.484262 hartree
**Energy relative to the best compared isomer or geometry (same formula, charge and spin)**: 1357.41 kJ/mol
**Gap between HOMO and LUMO**: 5.84 eV